Below is a 9-piece molecular cluster, C44H88F13O13P2S8 overall, with properties calculated with the ωB97M-V functional and the def2-TZVPD basis.

```
168
C44H88F13O13P2S8 | OMol25 | the ωB97M-V functional and the def2-TZVPD basis
C 10.7540 -0.2952 -0.1062
C 9.7576 1.0337 0.0939
C 10.6355 2.0500 1.0926
C 8.4082 0.6471 0.9385
C 9.5086 1.8782 -1.2842
C 8.3383 1.3079 -2.2711
C 8.7733 1.7811 -3.8151
C 8.1906 -0.3225 -2.3293
C 6.8399 1.9238 -2.0191
C 5.6550 1.4475 -3.0743
C 4.0850 1.9062 -2.9711
C 3.6743 2.9025 -1.7229
O 2.2385 3.2718 -1.6183
C 2.1741 4.7078 -1.9372
C 0.6617 5.2484 -2.2778
O -0.3445 4.9132 -1.2188
C -1.6278 4.7323 -1.9758
C -2.9508 4.6578 -1.0166
P -4.0377 3.1049 -1.2264
C -4.6057 3.0229 0.5991
C -5.3245 1.6185 1.0417
C -6.9029 1.4781 0.6305
F -7.2933 2.1476 -0.6303
F -7.6799 2.1744 1.7234
C -7.4819 -0.0531 0.5739
F -7.8621 -0.4736 1.9732
F -8.7952 0.0302 -0.1688
C -6.5120 -1.1420 -0.1742
F -5.5524 -1.6345 0.8842
F -5.6541 -0.5758 -1.2509
C -7.3088 -2.5131 -0.6828
F -6.3164 -3.6321 -0.4682
F -8.4674 -2.8647 0.2197
C -7.7485 -2.4767 -2.2610
F -9.0213 -3.2863 -2.3521
F -8.1021 -1.1279 -2.7804
C -6.6875 -3.2304 -3.2831
F -5.2740 -2.8309 -3.0972
F -7.0645 -2.7706 -4.6722
F -6.9048 -4.7170 -3.2622
P -2.4049 1.6043 -1.0665
O -1.8923 1.2401 -2.5517
O -3.8987 2.9655 -2.9919
C -5.3335 2.9940 -3.4284
C -6.0322 4.3085 -2.6659
O -5.3491 4.2971 -1.3545
C 4.8513 3.4259 -0.6802
C 6.4496 2.9602 -0.7878
H 10.0746 -1.2766 -0.0890
H 11.5684 -0.3558 0.7531
H 11.2582 -0.2472 -1.1695
H 10.5240 1.7244 2.2298
H 11.7688 1.8685 0.8212
H 10.3982 3.1796 0.8997
H 7.4391 0.5020 0.3004
H 8.2816 1.4094 1.8198
H 8.6207 -0.4111 1.4491
H 9.2762 2.9989 -1.0012
H 10.5346 1.8715 -1.8791
H 8.4045 2.8848 -3.9759
H 9.9493 1.7351 -3.9791
H 8.1971 1.1294 -4.6308
H 7.6468 -0.5718 -3.3619
H 9.2017 -0.9148 -2.3505
H 7.4482 -0.7339 -1.4946
H 5.9561 0.7272 -3.9644
H 3.2346 1.5574 -3.7125
H 2.6954 5.2941 -1.0596
H 2.8539 4.8670 -2.9052
H 0.2830 4.9617 -3.3643
H 0.7218 6.4403 -2.2675
H -1.4524 3.8089 -2.6711
H -1.7397 5.6998 -2.6647
H -3.6245 5.6099 -1.2583
H -2.6443 4.7650 0.1141
H -4.8558 1.9295 -1.3776
H -5.3413 3.9343 0.8156
H -3.6591 3.2251 1.2869
H -5.2896 1.5924 2.2350
H -4.6318 0.7451 0.6870
H -1.3185 2.1427 -0.2383
H -2.8429 0.3554 -0.4943
H -5.9644 2.0019 -3.2594
H -5.5659 3.2483 -4.5468
H -7.1723 4.1029 -2.3788
H -5.8886 5.3026 -3.3106
H 4.5010 4.1445 0.1870
H 7.2890 3.3262 -0.0436
C -2.6276 -7.0854 2.2556
S -2.4200 -6.0351 0.7978
O -1.5895 -4.8542 1.2074
C -4.1406 -5.4855 0.7112
H -1.6558 -7.5103 2.5179
H -3.0014 -6.4929 3.0936
H -3.3252 -7.8943 2.0269
H -4.4226 -4.9901 1.6435
H -4.7904 -6.3454 0.5317
H -4.2396 -4.7797 -0.1181
C -5.5729 -11.1244 -0.0949
S -4.8175 -9.4844 0.0112
O -5.3433 -8.8252 1.2524
C -5.7021 -8.7748 -1.3973
H -5.1894 -11.7364 0.7250
H -6.6587 -11.0426 -0.0081
H -5.3063 -11.5888 -1.0470
H -6.7805 -8.8360 -1.2314
H -5.4314 -9.3140 -2.3083
H -5.4105 -7.7259 -1.4993
C 0.7874 -3.8815 -1.0039
S 2.1618 -5.0358 -1.2277
O 3.2838 -4.2804 -1.8775
C 1.3662 -6.0347 -2.5080
H 1.0802 -3.1333 -0.2635
H 0.5583 -3.3845 -1.9492
H -0.0895 -4.4231 -0.6422
H 1.1016 -5.4066 -3.3623
H 0.4705 -6.5079 -2.0986
H 2.0671 -6.8091 -2.8315
C 2.1724 -7.8617 5.7090
S 2.3800 -6.8114 4.2512
O 3.2105 -5.6305 4.6608
C 0.6594 -6.2618 4.1647
H 3.1442 -8.2866 5.9713
H 1.7986 -7.2692 6.5470
H 1.4748 -8.6706 5.4803
H 0.3774 -5.7664 5.0969
H 0.0096 -7.1217 3.9851
H 0.5604 -5.5560 3.3354
C 3.2796 3.4871 3.9337
S 3.2807 4.5131 2.4442
O 4.7085 4.8528 2.1316
C 2.5319 5.9682 3.2136
H 3.7444 2.5278 3.6941
H 3.8496 3.9773 4.7262
H 2.2511 3.3181 4.2604
H 3.1474 6.3077 4.0502
H 1.5269 5.7204 3.5633
H 2.4673 6.7634 2.4657
C -0.3702 9.0629 -5.6102
S -0.3561 7.2598 -5.4695
O -0.1333 6.9220 -4.0244
C 1.2132 7.0127 -6.3334
H -1.2576 9.4435 -5.0988
H 0.5239 9.4818 -5.1432
H -0.4116 9.3470 -6.6641
H 2.0115 7.5565 -5.8223
H 1.1217 7.3621 -7.3646
H 1.4460 5.9443 -6.3342
C 6.4728 -0.2985 4.9371
S 8.2633 -0.3412 5.1894
O 8.9068 0.2010 3.9469
C 8.4204 -2.1420 5.1412
H 6.1535 0.7455 4.8952
H 6.2152 -0.7935 3.9981
H 5.9741 -0.7951 5.7726
H 8.0442 -2.5252 4.1894
H 7.8596 -2.5803 5.9702
H 9.4775 -2.4024 5.2437
C -10.6729 0.6960 4.9793
S -9.9175 2.3360 5.0854
O -10.4433 2.9952 6.3267
C -10.8021 3.0456 3.6769
H -10.2894 0.0841 5.7992
H -11.7587 0.7778 5.0661
H -10.4063 0.2316 4.0273
H -11.8805 2.9845 3.8428
H -10.5314 2.5065 2.7659
H -10.5105 4.0945 3.5749
```

Computed properties:
Highest occupied orbital energy: -0.1725 hartree
Orbital gap: 5.81 eV
Molar mass: 1390.63 g mol⁻¹
Charge: -1

---

Below is a 11-piece molecular cluster, C44H88O33 overall, with properties calculated with the ωB97M-V functional and the def2-TZVPD basis.

```
165
C44H88O33 | OMol25 | the ωB97M-V functional and the def2-TZVPD basis
C 2.5474 -1.0597 3.2263
C 1.4540 -2.1013 3.3077
O 1.9690 -3.2372 4.0055
C 1.3187 -4.3731 3.8566
O 0.3974 -4.6130 3.1187
O 1.8217 -5.2441 4.7279
C 1.1685 -6.5009 4.8469
H 2.7542 -0.6289 4.2116
H 2.2136 -0.2409 2.5899
H 3.5087 -1.4813 2.9292
H 1.0315 -2.3554 2.3326
H 0.5863 -1.6581 3.8135
H 0.1159 -6.3928 4.6015
H 1.3067 -6.8040 5.8813
H 1.6618 -7.2380 4.2138
C -3.9834 -4.5185 -6.8077
C -3.6344 -5.1020 -5.4597
O -3.4475 -4.0009 -4.5554
C -3.2583 -4.3248 -3.2863
O -3.1940 -5.4357 -2.8293
O -3.1080 -3.1942 -2.5856
C -3.1205 -3.3059 -1.1566
H -4.6302 -3.6518 -6.6654
H -4.4917 -5.2557 -7.4262
H -3.0960 -4.1677 -7.3330
H -2.7850 -5.7802 -5.5120
H -4.4856 -5.6540 -5.0527
H -3.3254 -2.2859 -0.8394
H -2.1721 -3.6996 -0.7941
H -3.9394 -3.9339 -0.8061
C 1.7118 -5.2108 0.3753
C 2.5739 -6.0625 1.2465
O 3.6103 -5.2734 1.8347
C 4.4385 -5.9243 2.6292
O 4.2886 -7.0341 3.0437
O 5.4880 -5.1382 2.8354
C 6.6120 -5.8230 3.3905
H 1.4940 -4.2398 0.8098
H 0.7248 -5.6630 0.2605
H 2.1562 -5.0687 -0.6125
H 2.9709 -6.9565 0.7561
H 1.9404 -6.4890 2.0348
H 6.8561 -6.6802 2.7649
H 6.4536 -6.1468 4.4200
H 7.4314 -5.1093 3.4337
C -0.6343 3.0573 2.5065
C -0.3492 3.2436 1.0265
O -0.6459 2.1127 0.2383
C 0.1447 1.0346 0.2964
O 1.0428 0.8572 1.0777
O -0.2694 0.2244 -0.6650
C 0.1233 -1.1360 -0.6624
H -1.3587 2.2784 2.7342
H -1.0492 3.9702 2.9452
H 0.2789 2.9544 3.0963
H 0.5957 3.7513 0.8242
H -1.0642 4.0053 0.7003
H -0.6179 -1.7628 -1.1509
H 0.1752 -1.5258 0.3511
H 1.0832 -1.1786 -1.1726
C 2.5120 2.4976 5.8446
C 1.1765 3.1341 6.1808
O 0.2431 2.0766 6.4519
C -1.0557 2.2287 6.2366
O -1.8581 1.4069 6.5550
O -1.3374 3.3622 5.5943
C -2.7089 3.6524 5.3054
H 3.0318 2.0656 6.6948
H 3.1588 3.2892 5.4573
H 2.3083 1.8040 5.0306
H 0.9131 3.7645 5.3323
H 1.1727 3.8199 7.0320
H -2.7768 4.6748 4.9503
H -3.2218 3.5609 6.2639
H -3.1439 2.9637 4.5854
C 0.1783 5.4713 -3.5343
C 0.4806 4.0822 -3.0295
O 1.6753 3.6016 -3.6427
C 1.6612 2.7051 -4.6176
O 0.6979 2.2468 -5.1555
O 2.9233 2.3443 -4.7991
C 3.1829 1.2188 -5.5986
H 0.3028 5.5376 -4.6148
H 0.8172 6.2532 -3.1135
H -0.8246 5.7989 -3.2474
H -0.3229 3.3692 -3.2193
H 0.6426 4.1139 -1.9520
H 3.0263 1.4268 -6.6595
H 2.5429 0.3747 -5.3368
H 4.2181 0.9085 -5.4929
C -4.7474 5.1042 1.1669
C -5.0756 4.9839 2.6446
O -5.2836 3.6516 3.0819
C -6.4315 3.0802 2.7123
O -7.3133 3.6098 2.1104
O -6.3749 1.8128 3.0926
C -7.5014 0.9923 2.8019
H -3.7254 4.7802 0.9611
H -4.7584 6.1692 0.9213
H -5.4632 4.5790 0.5420
H -5.9636 5.5802 2.8697
H -4.2720 5.4487 3.2145
H -8.1500 1.3987 2.0342
H -8.0606 0.8751 3.7340
H -7.1263 0.0019 2.5603
C -2.0547 -0.6640 -4.4300
C -2.9574 0.4400 -4.8903
O -4.3248 0.1731 -4.5195
C -5.2320 0.9263 -5.1136
O -5.0442 1.7560 -5.9518
O -6.4127 0.6091 -4.5836
C -7.5299 1.2038 -5.1932
H -2.0756 -0.7781 -3.3498
H -1.0388 -0.4255 -4.7631
H -2.2128 -1.6174 -4.9419
H -2.7636 0.7305 -5.9211
H -2.7176 1.3325 -4.2977
H -7.5753 0.9799 -6.2637
H -7.5185 2.2931 -5.1253
H -8.4393 0.8153 -4.7477
C 0.1531 6.3958 4.4336
C 0.2454 6.7418 5.9054
O 1.3427 7.6307 6.1684
C 2.5818 7.2929 5.8194
O 2.8969 6.2063 5.4352
O 3.4379 8.2932 5.9545
C 3.1292 9.5012 6.6333
H 1.0231 5.8409 4.0937
H 0.0913 7.3345 3.8772
H -0.7362 5.8040 4.2236
H 0.4128 5.8577 6.5237
H -0.6334 7.2750 6.2564
H 3.2325 10.3373 5.9453
H 3.8139 9.6287 7.4704
H 2.1235 9.5187 7.0425
C 7.5547 -4.1960 -1.1802
C 6.6513 -4.3888 0.0197
O 6.2214 -3.1437 0.6110
C 5.1346 -2.5557 0.1219
O 4.5592 -2.8614 -0.8879
O 4.8569 -1.5172 0.9039
C 3.7377 -0.7093 0.5262
H 8.2750 -5.0098 -1.2254
H 8.1211 -3.2729 -1.0379
H 6.9740 -4.0826 -2.0921
H 7.1565 -4.9172 0.8253
H 5.7412 -4.9595 -0.1738
H 3.7812 -0.4328 -0.5308
H 3.7545 0.1806 1.1416
H 2.7815 -1.2234 0.6235
C 0.0559 -3.3228 -9.4762
C -0.6226 -2.3603 -8.5267
O 0.2790 -1.9605 -7.4861
C 0.2516 -2.6457 -6.3544
O -0.2873 -3.7040 -6.1749
O 0.9381 -1.9511 -5.4533
C 0.9532 -2.4354 -4.1028
H 0.9816 -2.9147 -9.8790
H -0.6249 -3.4955 -10.3137
H 0.2782 -4.2638 -8.9770
H -1.4991 -2.8242 -8.0757
H -0.9392 -1.4538 -9.0363
H 1.0728 -3.5187 -4.1111
H 0.0431 -2.1260 -3.5962
H 1.8441 -2.0156 -3.6424
```

Computed properties:
Highest occupied orbital energy: -0.3882 hartree
SMILES: CCOC(=O)OC.CCOC(=O)OC.CCOC(=O)OC.CCOC(=O)OC.CCOC(=O)OC.CCOC(=O)OC.CCOC(=O)OC.CCOC(=O)OC.CCOC(=O)OC.CCOC(=O)OC.CCOC(=O)OC
Energy relative to the best compared isomer or geometry (same formula, charge and spin): 27.65 kcal/mol
Orbital gap: 10.80 eV
Molar mass: 1145.16 g mol⁻¹

---

> The lowest orbital gap belongs to which entry?

C44H88F13O13P2S8